ORCA calculation (ωB97M-V/def2-TZVPD) on one molecule with the formula C2HNO4S in a non-equilibrium geometry.

Geometry as XYZ:
```
9
Properties=species:S:1:pos:R:3:mulliken_charge:R:1
C -1.43898 -0.16442 -0.17202 0.41
C 0.65588 -0.95895 -0.02240 0.57
H 1.67955 1.87096 0.13116 0.39
N 0.71734 0.41281 -0.47418 0.04
O 1.16705 1.22115 0.73135 -0.36
O -0.71965 0.80157 -0.58598 -0.15
O -0.65486 -1.31916 0.19467 -0.22
O 1.61427 -1.63072 0.00589 -0.41
S -3.02059 -0.23324 0.19152 -0.27
```

Properties
SMILES string = O=c1oc(=S)on1O
Kohn-Sham gap = 9.23 eV
Energy above the lowest of the compared OMol25 structures with the same formula, charge and spin = 3.447 eV
E_tot = -22601.51243 eV
2S+1 = 1

=====

ORCA calculation (ωB97M-V/def2-TZVPD) on one molecule with the formula C2HNOS in a non-equilibrium geometry.

Geometry as XYZ:
```
6
Properties=species:S:1:pos:R:3:mulliken_charge:R:1
C -1.21112 -0.67795 0.05025 0.24
C -0.08307 0.21761 0.08883 -0.17
N -2.09899 -1.37676 -0.03326 -0.29
O 2.38747 0.86350 0.02949 -0.47
S 1.45486 -0.32499 -0.04841 0.41
H -0.44916 1.29860 -0.08691 0.29
```

Properties
Kohn-Sham gap = 8.62 eV
Energy above the lowest of the compared OMol25 structures with the same formula, charge and spin = 1.825 eV
E_tot = -16460.70851 eV
2S+1 = 1

=====

ORCA calculation (ωB97M-V/def2-TZVPD) on a 2-piece molecular cluster, C2HNOS overall in a non-equilibrium geometry.

Geometry as XYZ:
```
6
Properties=species:S:1:pos:R:3:mulliken_charge:R:1
C 1.10751 -1.08823 0.89735 0.02
C -0.61117 0.45217 -1.31937 0.54
N -0.73492 0.56853 -0.13941 -0.42
O -0.69197 0.26884 -2.45447 -0.40
S 1.09169 -1.11431 2.42275 -0.05
H -0.16113 0.91299 0.59316 0.31
```

Properties
Kohn-Sham gap = 10.18 eV
Energy above the lowest of the compared OMol25 structures with the same formula, charge and spin = 1.988 eV
E_tot = -16460.54591 eV
2S+1 = 1

=====

ORCA calculation (ωB97M-V/def2-TZVPD) on a 2-piece molecular cluster, C2HNOS2 overall in a non-equilibrium geometry.

Geometry as XYZ:
```
7
Properties=species:S:1:pos:R:3:mulliken_charge:R:1
C -1.13650 0.62715 -1.09171 0.56
C 0.63783 0.21674 1.21679 0.01
N -0.54884 -0.39467 -1.01682 -0.45
O -1.61902 1.65153 -1.12422 -0.34
S 1.27194 -1.13564 1.96662 -0.03
S 2.34358 0.36459 0.88463 -0.03
H -0.94900 -1.32970 -0.83529 0.28
```

Properties
Kohn-Sham gap = 8.35 eV
Energy above the lowest of the compared OMol25 structures with the same formula, charge and spin = 2.078 eV
E_tot = -27294.89774 eV
2S+1 = 1